(1)
Density functional theory data (ωB97M-V with the def2-TZVPD basis set) for C20H27N2O4PSn as an isolated structure in a non-equilibrium geometry.

Geometry as ORCA input:
```
! RIJCOSX wB97M-V def2-TZVPD def2/J DEFGRID3
* xyz 0 1
C 0.311 3.278 -3.668
C -0.969 2.929 -3.277
C -1.178 1.837 -2.422
C -0.096 1.114 -1.916
C 1.198 1.536 -2.232
C 1.402 2.608 -3.113
C -2.629 1.523 -2.162
C -3.098 0.072 -2.041
N -2.087 -0.942 -2.415
Sn -0.496 -0.759 -0.723
C 2.429 0.946 -1.591
P 2.172 -0.827 -1.162
H -1.841 3.456 -3.669
H 2.430 2.884 -3.341
H 0.469 4.090 -4.374
H 2.673 1.479 -0.649
H 3.302 1.018 -2.265
H -2.946 2.027 -1.237
H -3.222 1.970 -2.978
H -3.422 -0.140 -1.008
C 3.627 -1.190 -0.133
C 2.430 -1.663 -2.760
H -3.944 -0.095 -2.735
C -1.611 -0.673 -3.811
C -2.735 -2.304 -2.316
H 0.328 -2.887 2.242
H -1.915 -1.490 -4.475
H -2.079 0.261 -4.153
H -0.520 -0.562 -3.861
H -2.978 -2.667 -3.325
H -2.087 -3.044 -1.822
H -3.673 -2.227 -1.747
H 3.479 -1.602 -3.067
H 2.167 -2.720 -2.648
H 1.809 -1.246 -3.559
H 4.564 -1.084 -0.705
H 3.665 -0.509 0.723
H 3.562 -2.213 0.248
H -0.243 -2.764 1.741
O -2.328 0.509 1.319
C -1.176 0.630 1.781
O -0.068 0.473 1.095
C -0.899 0.888 3.250
C 0.281 1.552 3.647
C 0.670 1.566 4.984
C -0.059 0.798 5.919
C -1.308 0.264 5.566
C -1.735 0.337 4.238
N 0.646 0.201 7.002
O 1.854 0.483 7.166
O 0.046 -0.653 7.692
H 0.927 1.993 2.894
H 1.550 2.114 5.308
H -1.881 -0.246 6.334
H -2.687 -0.105 3.972
*
```

Results
energy: -1744.2789 Ha
LUMO level: -0.65 eV
molecular weight: 509.13 g/mol
highest occupied orbital energy: -7.2 eV

Here are the Mulliken charges for atoms 1 to 8, given in e: -0.865, -0.976, 0.540, 0.515, 1.111, -0.944, -0.978, -1.265

***

(2)
Density functional theory data (ωB97M-V with the def2-TZVPD basis set) for a 2-piece molecular cluster, C20H27N3O4S overall in a non-equilibrium geometry.

Geometry as ORCA input:
```
! RIJCOSX wB97M-V def2-TZVPD def2/J DEFGRID3
* xyz 0 1
C -0.735 -1.085 0.421
C 0.062 -1.819 -0.669
C -0.002 -3.365 -0.624
C -1.432 -3.840 -0.941
C 0.514 -3.974 0.708
N 1.836 -3.422 1.085
C 2.996 -3.565 0.438
C 4.207 -2.941 1.087
O 3.114 -4.153 -0.629
C 0.428 -5.514 0.723
O -0.498 -6.054 1.322
N 1.376 -6.222 0.101
C 1.416 -7.681 0.029
H -0.576 -0.012 0.318
H -1.800 -1.290 0.318
H -0.398 -1.387 1.411
H 1.102 -1.501 -0.603
H -0.306 -1.484 -1.640
H 0.635 -3.730 -1.431
H -1.786 -3.370 -1.860
H -2.109 -3.590 -0.124
H -1.449 -4.920 -1.090
H -0.184 -3.655 1.481
H 1.872 -2.912 1.952
H 4.032 -1.878 1.236
H 4.396 -3.427 2.042
H 5.067 -3.078 0.432
H 2.109 -5.696 -0.365
H 0.414 -8.070 -0.162
H 2.081 -7.995 -0.777
H 1.776 -8.087 0.976
O -3.594 7.802 2.772
C -2.590 8.341 2.340
O -2.289 9.634 2.590
C -1.609 7.559 1.471
S -2.174 5.837 1.105
C -0.953 5.213 -0.015
N 0.160 5.945 -0.209
C 1.098 5.487 -1.052
C 0.965 4.282 -1.739
C -0.179 3.510 -1.558
C -0.352 2.297 -2.237
C -1.510 1.541 -2.042
C -2.497 1.994 -1.163
C -2.330 3.204 -0.484
C -1.166 3.980 -0.673
H -3.017 9.954 3.144
H -0.644 7.524 1.982
H -1.471 8.102 0.533
H 1.995 6.080 -1.206
H 1.753 3.962 -2.411
H 0.411 1.940 -2.922
H -1.643 0.601 -2.571
H -3.397 1.406 -1.007
H -3.123 3.521 0.187
*
```

Results
energy: -1641.7905 Ha
LUMO level: -0.05 eV
molecular weight: 405.52 g/mol
SMILES: CC[C@H](C)[C@H](NC(C)=O)C(=O)NC.O=C(O)CSc1nccc2ccccc12
highest occupied orbital energy: -8.2 eV

Here are the Mulliken charges for atoms 1 to 8, given in e: -1.052, -0.654, 0.565, -1.664, -0.198, -0.084, 0.851, -1.355